Entry 1:
This record from the OMol25 dataset describes a structure of composition C32H63Br2NO11P2 in a non-equilibrium geometry. The level of theory is ωB97M-V/def2-TZVPD.

Last column: Löwdin charge in e.
Positions of all 111 atoms, in Å:
C 2.764 -1.377 -0.364  -0.1619
C 1.696 -0.161 -0.310  -0.4310
P 0.220 -0.621 0.696  1.0298
C -0.018 -2.447 1.036  -0.3908
C 0.538 -2.823 2.503  -0.1624
C -1.442 0.249 0.208  -0.3676
C -2.172 0.101 1.613  -0.1871
C -3.668 -0.393 1.646  -0.2081
C -3.869 -1.977 1.812  -0.1865
C -5.366 -2.451 1.411  -0.1570
C -6.485 -1.382 1.756  -0.2332
O -6.802 -0.480 0.679  -0.2435
C -8.192 -0.505 0.330  -0.1284
C -1.848 -0.613 -1.057  -0.2134
C -3.350 -0.786 -1.543  -0.1727
P -3.566 -1.589 -3.234  0.6321
O -2.468 -2.612 -3.507  -0.3103
O -5.073 -2.413 -3.164  -0.1892
O -3.680 -0.444 -4.476  -0.1681
C -1.066 0.176 -2.199  -0.4030
O -0.711 -0.124 -3.338  0.0762
N -0.681 1.472 -1.663  -0.0641
C -1.305 1.791 -0.302  -0.3126
C -2.644 2.509 -0.861  -0.1421
C -3.893 2.533 0.125  -0.1059
C -0.132 2.694 0.337  -0.5263
Br 1.317 3.180 -0.996  0.6758
C -0.538 4.098 0.972  -0.7202
C -1.758 4.105 1.983  -0.1361
Br -0.617 5.627 -0.345  0.5682
H 3.686 -1.008 -0.898  0.0661
H 3.061 -1.714 0.678  0.0690
H 2.335 -2.226 -0.984  0.0735
H 2.262 0.679 0.218  0.0384
H 1.569 0.174 -1.378  0.0609
H -1.066 -2.828 0.860  0.0565
H 0.647 -3.031 0.309  0.0754
H -0.022 -3.701 2.939  0.0537
H 1.622 -3.138 2.350  0.0703
H 0.475 -1.898 3.151  0.0503
H -1.594 -0.553 2.353  0.0892
H -2.149 1.137 2.098  0.0920
H -4.142 0.054 2.589  0.1206
H -4.335 -0.069 0.799  0.0679
H -3.738 -2.213 2.917  0.1158
H -3.182 -2.585 1.146  0.0906
H -5.600 -3.393 2.003  0.1135
H -5.334 -2.710 0.309  0.1011
H -7.442 -1.975 1.972  0.1176
H -6.256 -0.842 2.737  0.1320
H -8.860 -0.009 1.104  0.0998
H -8.292 0.138 -0.611  0.0974
H -8.548 -1.541 0.025  0.0991
H -1.427 -1.669 -1.185  0.1398
H -3.994 0.144 -1.525  0.0829
H -3.851 -1.516 -0.816  0.0772
H -5.536 -2.017 -2.391  0.0503
H -4.632 -0.355 -4.699  0.0723
H -0.991 2.088 -2.429  0.1222
H -2.441 3.590 -1.165  0.0849
H -3.015 2.018 -1.823  0.1144
H -4.365 3.573 0.052  0.0842
H -4.699 1.808 -0.233  0.0674
H -3.667 2.374 1.216  0.0546
H 0.449 2.134 1.147  0.0940
H 0.364 4.396 1.609  0.0861
H -2.693 4.482 1.458  0.0640
H -1.524 4.912 2.761  0.0891
H -1.910 3.155 2.569  0.0744
O 4.675 0.320 1.059  0.0842
C 5.779 0.644 0.697  -0.5186
O 5.924 1.407 -0.398  0.0035
C 7.159 2.007 -0.815  -0.2277
C 7.987 1.038 -1.633  -0.0570
C 7.006 0.134 1.404  0.0130
H 7.706 2.412 0.039  0.1173
H 6.887 2.859 -1.439  0.0990
H 8.268 0.158 -1.051  0.0667
H 8.899 1.519 -1.993  0.0851
H 7.415 0.680 -2.491  0.0868
H 7.239 -0.866 1.036  0.0987
H 6.792 0.085 2.472  0.0918
H 7.877 0.776 1.294  0.0691
O 7.545 5.060 -2.103  0.0849
C 6.497 5.616 -1.875  -0.5298
O 5.696 5.977 -2.889  0.0052
C 4.358 6.470 -2.725  -0.2245
C 4.355 7.961 -2.460  -0.0643
C 6.114 5.992 -0.470  0.0164
H 3.824 5.905 -1.958  0.1089
H 3.844 6.272 -3.668  0.1253
H 4.877 8.206 -1.533  0.0670
H 3.333 8.338 -2.391  0.0824
H 4.873 8.491 -3.263  0.0845
H 6.606 6.929 -0.204  0.0986
H 6.452 5.203 0.203  0.0873
H 5.041 6.087 -0.316  0.0721
O 1.408 -5.816 1.531  0.0959
C 0.561 -6.674 1.521  -0.5249
O 0.377 -7.422 0.420  0.0032
C -0.466 -8.580 0.361  -0.2322
C -1.905 -8.192 0.091  -0.0664
C -0.359 -6.863 2.697  0.0059
H -0.356 -9.190 1.261  0.1133
H -0.094 -9.184 -0.469  0.1235
H -2.311 -7.570 0.890  0.0658
H -2.531 -9.082 -0.007  0.0814
H -1.975 -7.609 -0.830  0.0872
H -1.171 -6.137 2.635  0.0905
H 0.211 -6.691 3.610  0.0944
H -0.771 -7.867 2.777  0.0678

Summary:
- HOMO energy (eV) = -6.90
- LUMO level (eV) = 0.231
- total charge = 0
- frontier orbital gap (eV) = 7.1



Entry 2:
This record from the OMol25 dataset describes a cluster of 7 separate species, C32H63N6O2 in total in a non-equilibrium geometry. The level of theory is ωB97M-V/def2-TZVPD.

Last column: Löwdin charge in e.
Positions of all 103 atoms, in Å:
C 0.487 -0.603 1.333  -0.0336
C 0.714 -0.067 2.746  -0.7832
O 0.324 -0.800 3.690  -0.0957
O 1.371 0.989 2.859  -0.0743
H -0.539 -0.957 1.201  0.0360
H 1.172 -1.427 1.117  0.0544
H 0.698 0.142 0.561  0.0474
C -2.927 2.134 -2.363  -0.0819
C -2.818 0.989 -1.368  -0.2582
N -3.143 -0.296 -1.966  -0.1870
C -4.485 -0.408 -2.462  -0.2521
C -5.604 -0.353 -1.391  -0.0740
C -2.665 -1.428 -1.201  -0.2601
C -2.736 -2.750 -1.964  -0.0810
H -2.265 1.966 -3.216  0.0714
H -2.613 3.062 -1.877  0.0656
H -3.937 2.302 -2.738  0.0595
H -1.822 1.006 -0.928  0.0884
H -3.510 1.168 -0.529  0.0923
H -4.707 0.378 -3.185  0.0989
H -4.607 -1.367 -2.966  0.0981
H -5.432 -1.090 -0.604  0.0621
H -5.617 0.612 -0.878  0.0604
H -6.571 -0.496 -1.872  0.0652
H -3.257 -1.558 -0.276  0.0962
H -1.655 -1.206 -0.850  0.0918
H -2.346 -2.633 -2.977  0.0735
H -3.763 -3.115 -1.981  0.0646
H -2.113 -3.501 -1.475  0.0603
C 0.210 3.049 0.042  -0.0792
C 1.025 4.067 -0.743  -0.2690
N 1.731 5.014 0.107  -0.1887
C 2.717 5.737 -0.680  -0.2884
C 3.547 6.753 0.082  -0.0905
C 0.830 5.857 0.885  -0.2519
C -0.101 6.758 0.077  -0.0830
H 0.802 2.642 0.865  0.0749
H -0.051 2.223 -0.625  0.0441
H -0.727 3.451 0.438  0.0702
H 1.812 3.492 -1.245  0.1114
H 0.438 4.570 -1.530  0.1089
H 3.347 4.999 -1.188  0.1108
H 2.225 6.217 -1.558  0.1075
H 2.923 7.498 0.566  0.0582
H 4.216 6.256 0.785  0.0779
H 4.213 7.245 -0.632  0.0695
H 1.448 6.444 1.562  0.0985
H 0.246 5.188 1.519  0.1091
H -0.840 6.167 -0.467  0.0618
H 0.478 7.340 -0.639  0.0628
H -0.678 7.398 0.746  0.0697
C 0.849 -0.082 -2.980  -0.0732
C 1.164 -1.498 -3.464  -0.2471
N 2.382 -2.141 -2.991  -0.1840
C 2.405 -2.279 -1.545  -0.2749
C 1.327 -3.196 -0.989  -0.0826
C 3.579 -1.428 -3.426  -0.2688
C 3.720 -1.389 -4.943  -0.1046
H 1.003 0.026 -1.903  0.0525
H -0.198 0.158 -3.173  0.0637
H 1.460 0.694 -3.452  0.0674
H 0.298 -2.114 -3.219  0.0966
H 1.198 -1.500 -4.558  0.1025
H 2.351 -1.306 -1.026  0.1016
H 3.384 -2.640 -1.212  0.1154
H 0.342 -2.733 -1.012  0.0454
H 1.547 -3.374 0.065  0.0608
H 1.312 -4.143 -1.529  0.0821
H 3.580 -0.395 -3.041  0.1156
H 4.439 -1.977 -3.042  0.1112
H 3.121 -0.614 -5.429  0.0621
H 4.749 -1.137 -5.215  0.0656
H 3.468 -2.355 -5.384  0.0760
N 4.805 -1.871 4.528  0.0045
C 5.229 -3.123 4.899  -0.1642
C 4.484 -4.043 4.217  -0.1205
C 3.565 -3.306 3.418  -0.1124
C 3.793 -1.977 3.620  -0.1119
H 5.197 -1.008 4.852  0.1404
H 6.040 -3.227 5.601  0.0940
H 4.637 -5.108 4.263  0.0815
H 2.852 -3.730 2.728  0.0799
H 3.292 -1.104 3.229  0.1070
N -4.669 -0.846 2.771  0.0105
C -3.340 -0.784 2.397  -0.1170
C -3.082 0.500 2.026  -0.1083
C -4.255 1.277 2.281  -0.1100
C -5.214 0.407 2.717  -0.1622
H -5.184 -1.657 3.055  0.1377
H -2.796 -1.712 2.387  0.0949
H -2.152 0.879 1.634  0.0914
H -4.394 2.324 2.075  0.0877
H -6.225 0.616 3.029  0.0980
N -0.343 -3.578 2.891  0.0428
C -1.008 -3.861 1.732  -0.1707
C -1.099 -5.224 1.610  -0.1237
C -0.421 -5.787 2.737  -0.1280
C 0.019 -4.743 3.504  -0.1519
H -0.174 -2.633 3.261  0.1028
H -1.336 -3.012 1.154  0.0753
H -1.526 -5.760 0.778  0.0771
H -0.214 -6.838 2.849  0.0767
H 0.593 -4.699 4.414  0.1058

Summary:
- HOMO energy (eV) = -5.00
- LUMO level (eV) = 2.587
- total charge = -1
- frontier orbital gap (eV) = 7.6
- energy relative to the best compared isomer or geometry (same formula, charge and spin) (eV) = 0.000



Entry 3:
This record from the OMol25 dataset describes a cluster of 3 separate species, C32H64ClFN7O2 in total. The level of theory is ωB97M-V/def2-TZVPD.

Last column: Mulliken spin population.
Positions of all 107 atoms, in Å:
C 0.654 4.380 2.870  0.0000
C 0.917 3.900 1.442  -0.0003
C 0.315 2.532 1.078  0.0041
C 0.155 2.277 -0.433  0.0037
N -0.868 2.133 1.874  -0.0008
C -0.643 1.051 2.843  0.0005
C -1.058 -0.323 2.335  -0.0004
N -0.574 -0.543 0.972  0.0005
C -2.121 2.562 1.809  0.0004
N -3.051 1.930 2.590  -0.0001
C -4.206 2.454 2.289  0.0000
C -5.528 2.096 2.888  0.0000
C -5.468 0.951 3.908  0.0000
C -5.861 1.386 5.306  0.0000
Cl -4.524 2.230 6.125  0.0000
N -4.083 3.406 1.347  0.0000
N -2.739 3.524 1.043  -0.0003
C -2.438 4.584 0.094  -0.0003
C -2.751 6.001 0.592  0.0000
C -3.304 6.910 -0.477  0.0000
F -1.585 6.566 1.092  0.0000
H -0.164 5.095 2.915  0.0000
H 1.530 4.883 3.275  0.0000
H 0.433 3.552 3.543  0.0000
H 0.620 4.658 0.732  -0.0001
H 1.992 3.783 1.304  0.0001
H 1.047 1.806 1.415  0.0006
H 0.818 1.478 -0.750  -0.0014
H -0.851 1.947 -0.685  -0.0022
H 0.410 3.153 -1.027  0.0039
H 0.419 1.065 3.073  0.0000
H -1.177 1.288 3.760  0.0002
H -2.144 -0.390 2.341  0.0001
H -0.687 -1.063 3.050  0.0003
H -1.154 -1.220 0.496  -0.0002
H 0.355 -0.947 0.976  -0.0064
H -6.204 1.842 2.070  0.0000
H -5.932 2.999 3.351  0.0000
H -4.457 0.552 3.937  0.0000
H -6.125 0.140 3.598  0.0000
H -6.692 2.088 5.292  0.0000
H -6.155 0.541 5.920  0.0000
H -4.775 3.984 0.907  0.0000
H -1.414 4.502 -0.223  0.0004
H -3.056 4.381 -0.785  0.0000
H -3.437 5.941 1.443  0.0000
H -3.779 7.779 -0.030  0.0000
H -2.495 7.252 -1.121  0.0000
H -4.041 6.400 -1.096  0.0000
C 1.519 1.085 -6.464  0.0192
C 1.521 1.105 -4.934  -0.0034
C 2.901 1.486 -4.386  0.0282
C 3.936 0.373 -4.531  -0.0164
C 3.434 -0.911 -3.871  0.0318
C 2.072 -1.374 -4.397  -0.0003
N 1.124 -0.211 -4.335  0.4517
O 0.545 -0.090 -3.205  0.4734
C 2.203 -1.946 -5.815  0.0175
C 1.501 -2.459 -3.499  -0.0079
C 0.480 2.110 -4.474  -0.0199
H 1.770 2.082 -6.825  0.0008
H 2.234 0.396 -6.898  -0.0004
H 0.528 0.826 -6.838  -0.0086
H 2.797 1.731 -3.324  0.0035
H 3.228 2.396 -4.895  0.0012
H 4.173 0.204 -5.584  -0.0012
H 4.868 0.682 -4.055  0.0012
H 4.144 -1.728 -4.016  0.0012
H 3.353 -0.746 -2.792  0.0010
H 1.231 -1.996 -6.305  -0.0110
H 2.598 -2.959 -5.743  0.0011
H 2.884 -1.388 -6.451  0.0000
H 1.449 -2.145 -2.461  0.0166
H 2.145 -3.336 -3.554  -0.0024
H 0.498 -2.747 -3.817  0.0022
H -0.526 1.790 -4.746  -0.0009
H 0.668 3.082 -4.935  -0.0002
H 0.507 2.237 -3.394  0.0164
C 3.385 -4.036 2.656  0.0169
C 2.478 -3.688 1.472  -0.0254
C 1.241 -2.907 1.928  0.0711
C 0.223 -3.766 2.675  -0.0207
C -0.184 -4.971 1.829  0.0418
C 1.005 -5.819 1.368  0.0172
N 2.019 -4.910 0.731  0.4195
O 1.795 -4.684 -0.501  0.5115
C 1.595 -6.617 2.539  0.0118
C 0.561 -6.815 0.305  -0.0003
C 3.297 -2.844 0.503  -0.0058
H 3.717 -3.109 3.125  0.0002
H 2.905 -4.631 3.423  -0.0006
H 4.266 -4.576 2.308  -0.0087
H 0.760 -2.478 1.040  -0.0260
H 1.579 -2.073 2.550  -0.0027
H 0.629 -4.087 3.637  -0.0055
H -0.663 -3.169 2.902  0.0018
H -0.867 -5.621 2.381  -0.0037
H -0.721 -4.617 0.943  0.0046
H 2.595 -6.977 2.297  -0.0093
H 0.960 -7.483 2.724  0.0011
H 1.644 -6.060 3.470  -0.0004
H 0.064 -6.324 -0.526  0.0029
H -0.133 -7.519 0.765  0.0000
H 1.412 -7.370 -0.087  -0.0001
H 4.116 -3.425 0.079  -0.0036
H 3.718 -2.002 1.055  -0.0005
H 2.692 -2.464 -0.316  0.0161

Summary:
- HOMO energy (alpha / beta) (eV) = -9.64 / -10.90
- multiplicity = 3
- LUMO level (alpha / beta) (eV) = -2.259 / -2.259
- total charge = +1
- frontier orbital gap (alpha / beta) (eV) = 7.4 / 8.6



Entry 4:
This record from the OMol25 dataset describes a structure of composition C32H64InN6O3Si. The level of theory is ωB97M-V/def2-TZVPD.

Last column: Löwdin charge in e.
Positions of all 107 atoms, in Å:
In 0.038 0.053 -0.358  0.7859
N 2.133 -1.416 -1.313  -0.0315
C 2.689 -0.665 -2.446  -0.1834
C 2.524 0.851 -2.301  -0.5856
O 3.261 1.564 -3.001  -0.0303
N 1.612 1.253 -1.421  -0.0648
C 1.571 2.662 -1.083  -0.1567
C 1.021 2.897 0.330  -0.6597
O 1.235 3.985 0.863  0.0048
O 0.320 1.944 0.853  -0.2236
H 2.600 -1.116 -0.461  0.0335
H 2.317 -2.408 -1.406  0.0804
H 2.187 -0.971 -3.366  0.0978
H 3.757 -0.841 -2.591  0.1125
H 0.912 3.224 -1.756  0.1132
H 2.555 3.125 -1.149  0.1052
N -2.337 3.400 1.253  0.0157
C -2.942 3.002 2.523  -0.2782
C -2.170 1.944 3.307  -0.2284
N -2.190 0.635 2.642  -0.0519
C -2.178 -0.498 3.559  -0.2429
C -2.590 -1.786 2.858  -0.2694
N -1.717 -2.045 1.710  -0.0102
H -1.480 3.913 1.437  0.0568
H -2.024 2.565 0.770  0.0269
H -3.944 2.610 2.320  0.0975
H -3.045 3.895 3.146  0.1009
H -2.643 1.837 4.288  0.1024
H -1.143 2.297 3.458  0.1158
H -1.370 0.557 2.044  0.0341
H -2.899 -0.300 4.356  0.1081
H -1.194 -0.658 4.024  0.1000
H -3.650 -1.720 2.578  0.0998
H -2.480 -2.609 3.569  0.1051
H -1.971 -1.441 0.934  -0.0417
H -1.792 -3.006 1.402  0.0688
C 7.898 -0.877 2.441  -0.0582
C 6.555 -0.382 1.959  -0.2743
C 6.475 0.615 0.983  -0.0036
C 5.240 1.094 0.531  -0.2390
C 5.171 2.220 -0.469  -0.0273
C 4.090 0.537 1.051  0.0331
C 4.111 -0.466 2.068  -0.2529
C 5.398 -0.902 2.506  0.0166
N 2.896 -0.883 2.457  0.1672
C 2.517 -1.547 3.688  -0.6205
C 1.411 -2.539 3.313  -0.0576
C 1.923 -0.436 4.571  -0.0364
C 3.561 -2.311 4.522  -0.0708
H 8.709 -0.460 1.844  0.0684
H 7.957 -1.966 2.386  0.0759
H 8.064 -0.593 3.482  0.0781
H 7.388 1.035 0.573  0.1099
H 6.169 2.497 -0.811  0.0747
H 4.709 3.098 -0.011  0.0908
H 4.570 1.959 -1.343  0.0512
H 3.116 0.908 0.746  0.1059
H 5.499 -1.674 3.249  0.0818
H 0.680 -2.061 2.664  0.0465
H 0.908 -2.913 4.209  0.0806
H 1.840 -3.388 2.773  0.0813
H 1.191 0.141 4.004  0.0779
H 2.712 0.245 4.900  0.0840
H 1.445 -0.874 5.449  0.0820
H 4.058 -3.082 3.929  0.0783
H 3.039 -2.806 5.343  0.0787
H 4.308 -1.646 4.958  0.0729
C -4.452 0.115 -0.148  -0.1111
C -4.160 -0.723 -1.403  -0.6210
C -5.339 -0.569 -2.378  -0.1004
C -4.118 -2.195 -0.967  -0.1113
Si -2.463 -0.139 -2.177  0.8287
C -2.691 1.570 -3.094  -0.6262
C -3.331 1.420 -4.484  -0.1006
C -3.549 2.555 -2.292  -0.1046
C -1.307 2.221 -3.244  -0.1132
C -1.751 -1.494 -3.391  -0.6359
C -2.827 -2.089 -4.315  -0.1025
C -0.632 -0.920 -4.266  -0.1052
C -1.131 -2.639 -2.574  -0.1270
H -5.340 -0.287 0.360  0.0838
H -4.658 1.158 -0.391  0.0595
H -3.625 0.108 0.567  0.0423
H -6.256 -0.948 -1.904  0.0827
H -5.186 -1.134 -3.301  0.0627
H -5.514 0.475 -2.638  0.0555
H -5.036 -2.432 -0.411  0.0833
H -3.273 -2.408 -0.312  0.0449
H -4.067 -2.878 -1.817  0.0597
H -4.329 0.978 -4.428  0.0625
H -2.729 0.806 -5.157  0.0546
H -3.433 2.412 -4.947  0.0816
H -4.579 2.213 -2.178  0.0549
H -3.582 3.511 -2.832  0.0855
H -3.141 2.759 -1.300  0.0628
H -0.614 1.632 -3.845  0.0644
H -0.849 2.374 -2.264  0.0409
H -1.411 3.206 -3.720  0.0909
H -3.346 -1.320 -4.892  0.0631
H -3.575 -2.652 -3.754  0.0550
H -2.363 -2.784 -5.029  0.0803
H -0.985 -0.145 -4.946  0.0607
H -0.205 -1.723 -4.882  0.0882
H 0.172 -0.500 -3.656  0.0516
H -1.848 -3.096 -1.887  0.0570
H -0.280 -2.290 -1.987  0.0157
H -0.774 -3.426 -3.255  0.0846

Summary:
- HOMO energy (alpha / beta) (eV) = -5.04 / -2.99
- LUMO level (alpha / beta) (eV) = 2.245 / 1.249
- total charge = -1
- frontier orbital gap (alpha / beta) (eV) = 7.3 / 4.2
- energy relative to the best compared isomer or geometry (same formula, charge and spin) (eV) = 2.767



no.,DFT total energy (hartree)
1,-7970.10610
2,-1736.13114
3,-2351.18947
4,-2291.66182